[1]
{"formula": "C26H25Cl4NO7S2SbV", "method": "ωB97M-V/def2-TZVPD", "symbols": ["V", "S", "C", "C", "C", "C", "C", "C", "S", "H", "H", "H", "H", "Cl", "C", "C", "C", "Cl", "C", "O", "C", "Cl", "C", "H", "H", "O", "C", "N", "C", "O", "C", "C", "C", "C", "C", "C", "H", "H", "H", "H", "O", "Cl", "O", "O", "O", "C", "C", "Sb", "C", "C", "C", "C", "H", "H", "H", "H", "H", "H", "H", "H", "H", "H", "H", "H", "H", "H", "H"], "positions_angstrom": [[-1.03, -1.27, -0.32], [0.45, -1.09, 1.41], [1.25, -2.65, 1.58], [2.17, -2.84, 2.61], [2.85, -4.04, 2.77], [2.59, -5.08, 1.88], [1.67, -4.91, 0.86], [0.98, -3.70, 0.68], [-0.17, -3.55, -0.63], [2.35, -2.02, 3.30], [3.56, -4.17, 3.57], [3.11, -6.03, 1.98], [1.47, -5.72, 0.16], [2.67, -1.19, -6.93], [1.82, -1.09, -5.41], [2.54, -0.84, -4.25], [1.86, -0.76, -3.05], [2.73, -0.47, -1.59], [0.46, -0.91, -2.96], [-0.16, -0.81, -1.83], [-0.21, -1.17, -4.17], [-1.92, -1.38, -4.11], [0.45, -1.26, -5.38], [3.61, -0.72, -4.27], [-0.11, -1.45, -6.28], [-2.77, 0.61, 2.08], [-2.67, 1.13, 0.99], [-1.80, 0.78, -0.02], [-1.93, 1.68, -1.06], [-1.30, 1.72, -2.10], [-3.00, 2.67, -0.71], [-3.51, 3.75, -1.40], [-4.53, 4.48, -0.78], [-5.00, 4.13, 0.48], [-4.47, 3.05, 1.17], [-3.47, 2.33, 0.54], [-3.13, 4.01, -2.38], [-4.97, 5.33, -1.29], [-5.79, 4.72, 0.93], [-4.82, 2.76, 2.15], [-4.83, -1.77, 0.50], [-3.63, -2.32, -0.01], [-2.52, -2.11, 0.94], [-3.79, -3.71, -0.30], [-3.18, -1.59, -1.19], [2.37, 4.70, 3.16], [2.27, 4.27, 1.70], [1.51, 2.26, 1.21], [0.34, 2.01, 3.02], [1.06, 1.44, 4.24], [3.32, 1.18, 1.74], [4.32, 1.81, 2.71], [2.74, 5.72, 3.27], [3.03, 4.05, 3.73], [1.39, 4.65, 3.65], [3.25, 4.35, 1.21], [1.62, 4.96, 1.15], [-0.47, 1.34, 2.73], [-0.10, 2.98, 3.24], [1.50, 0.47, 4.00], [0.36, 1.29, 5.06], [1.85, 2.10, 4.59], [3.80, 0.98, 0.78], [2.98, 0.21, 2.10], [4.65, 2.80, 2.37], [5.22, 1.19, 2.80], [3.90, 1.92, 3.71]], "nbo_charge": [1.016, -0.196, -0.089, -0.264, -0.256, -0.252, -0.238, -0.184, -0.234, 0.198, 0.185, 0.185, 0.202, -0.055, -0.044, -0.259, -0.081, 0.038, 0.392, -0.687, -0.087, 0.042, -0.258, 0.228, 0.227, -0.590, 0.637, -0.727, 0.656, -0.594, -0.123, -0.183, -0.229, -0.226, -0.211, -0.040, 0.219, 0.194, 0.195, 0.221, -0.811, 2.560, -0.800, -0.802, -0.842, -0.619, -0.774, 1.052, -0.752, -0.618, -0.759, -0.616, 0.180, 0.200, 0.201, 0.198, 0.205, 0.257, 0.197, 0.216, 0.196, 0.181, 0.211, 0.237, 0.189, 0.191, 0.197], "charge": -2, "e_above_lowest_ev": 0.000, "fmax_ev_per_a": 0.94, "e_homo_ev": [-1.71, -1.71], "lumo_ev": [4.0, 4.0]}

=====

[2]
{"formula": "C47H52AsIrN4O3P", "method": "ωB97M-V/def2-TZVPD", "symbols": ["Ir", "C", "O", "C", "C", "C", "C", "C", "C", "N", "N", "C", "O", "C", "C", "C", "C", "C", "C", "C", "O", "H", "H", "H", "H", "H", "H", "H", "H", "H", "H", "H", "H", "C", "N", "C", "C", "C", "N", "C", "C", "H", "H", "H", "H", "H", "H", "H", "H", "H", "H", "H", "H", "H", "H", "H", "H", "C", "C", "As", "C", "C", "C", "C", "C", "C", "C", "C", "C", "C", "C", "C", "P", "C", "C", "C", "C", "C", "C", "C", "C", "C", "C", "C", "C", "H", "H", "H", "H", "H", "H", "H", "H", "H", "H", "H", "H", "H", "H", "H", "H", "H", "H", "H", "H", "H", "H", "H", "H"], "positions_angstrom": [[-0.01, -0.05, 0.21], [-0.30, -4.36, 1.46], [-0.51, -4.90, 0.16], [-0.37, -4.17, -0.98], [-0.37, -4.94, -2.13], [-0.24, -4.37, -3.39], [-0.14, -3.01, -3.50], [-0.19, -2.17, -2.37], [-0.15, -0.76, -2.61], [-0.25, 0.16, -1.74], [-0.20, 1.47, -2.16], [0.01, 2.32, -1.20], [0.28, 1.95, 0.03], [0.06, 3.76, -1.51], [-0.24, 4.23, -2.78], [-0.11, 5.58, -3.07], [0.33, 6.47, -2.09], [0.59, 6.01, -0.81], [0.45, 4.66, -0.52], [-0.27, -2.76, -1.06], [-0.29, -2.05, 0.05], [-0.44, -5.20, 2.14], [-1.00, -3.57, 1.70], [0.72, -3.98, 1.56], [-0.47, -6.01, -2.00], [-0.22, -4.99, -4.27], [-0.02, -2.56, -4.48], [-0.07, -0.42, -3.64], [-0.56, 3.53, -3.54], [-0.33, 5.94, -4.07], [0.46, 7.51, -2.33], [0.91, 6.70, -0.04], [0.65, 4.28, 0.48], [0.61, -1.14, 3.10], [0.78, 0.08, 2.28], [0.13, 1.20, 2.99], [2.20, 0.41, 2.13], [2.88, -0.46, 1.11], [2.35, -0.24, -0.25], [2.68, -1.38, -1.11], [2.91, 0.99, -0.83], [1.07, -1.01, 4.08], [1.06, -1.99, 2.60], [-0.45, -1.35, 3.22], [0.65, 1.42, 3.93], [-0.90, 0.94, 3.22], [0.13, 2.09, 2.36], [2.72, 0.30, 3.09], [2.27, 1.45, 1.83], [2.73, -1.52, 1.35], [3.95, -0.27, 1.15], [3.76, -1.53, -1.17], [2.29, -1.20, -2.11], [2.22, -2.29, -0.71], [4.00, 0.94, -0.85], [2.60, 1.86, -0.26], [2.54, 1.11, -1.85], [-3.38, -1.09, 1.42], [-4.91, -1.06, 1.26], [-5.88, 0.29, 2.33], [-5.57, -0.45, 4.11], [-5.52, 0.47, 5.16], [-5.28, 0.05, 6.46], [-5.09, -1.29, 6.73], [-5.16, -2.22, 5.70], [-5.39, -1.80, 4.40], [-7.70, -0.33, 1.99], [-8.10, -1.66, 2.06], [-9.43, -2.01, 1.83], [-10.36, -1.02, 1.53], [-9.97, 0.31, 1.46], [-8.64, 0.65, 1.69], [-2.42, 0.25, 0.61], [-3.34, 0.42, -0.95], [-3.07, -0.53, -1.94], [-3.68, -0.43, -3.18], [-4.57, 0.60, -3.43], [-4.89, 1.51, -2.43], [-4.29, 1.41, -1.18], [-2.73, 1.79, 1.50], [-2.54, 3.00, 0.83], [-2.73, 4.20, 1.50], [-3.06, 4.21, 2.85], [-3.16, 3.01, 3.54], [-3.00, 1.80, 2.87], [-3.00, -2.01, 0.95], [-3.10, -1.13, 2.48], [-5.28, -2.05, 1.52], [-5.18, -0.88, 0.22], [-5.68, 1.52, 4.95], [-5.24, 0.78, 7.27], [-4.89, -1.62, 7.75], [-5.03, -3.27, 5.91], [-5.43, -2.54, 3.61], [-7.39, -2.45, 2.30], [-9.73, -3.04, 1.89], [-11.39, -1.29, 1.35], [-10.69, 1.08, 1.23], [-8.33, 1.68, 1.64], [-2.38, -1.33, -1.74], [-3.46, -1.16, -3.95], [-5.02, 0.70, -4.41], [-5.60, 2.30, -2.62], [-4.55, 2.11, -0.40], [-2.25, 3.01, -0.21], [-2.62, 5.14, 0.96], [-3.23, 5.14, 3.37], [-3.38, 3.00, 4.60], [-3.09, 0.88, 3.42]], "lowdin_charge": [1.291, -0.070, -0.066, -0.199, 0.016, -0.077, -0.049, -0.185, -0.103, -0.186, 0.114, -0.465, -0.250, -0.165, -0.019, -0.067, -0.073, -0.070, -0.031, -0.290, -0.288, 0.098, 0.070, 0.082, 0.129, 0.109, 0.116, 0.148, 0.111, 0.108, 0.108, 0.107, 0.112, -0.057, -0.362, -0.074, -0.183, -0.178, -0.297, -0.053, -0.055, 0.106, 0.069, 0.091, 0.112, 0.057, 0.085, 0.141, 0.121, 0.121, 0.141, 0.110, 0.086, 0.090, 0.107, 0.080, 0.097, -0.356, -0.399, 1.311, -0.401, -0.138, -0.082, -0.083, -0.079, -0.114, -0.401, -0.107, -0.080, -0.082, -0.084, -0.135, 1.041, -0.352, -0.101, -0.052, -0.061, -0.057, -0.083, -0.379, -0.100, -0.049, -0.054, -0.069, -0.172, 0.081, 0.070, 0.056, 0.063, 0.089, 0.105, 0.106, 0.106, 0.088, 0.086, 0.106, 0.106, 0.105, 0.085, 0.085, 0.113, 0.110, 0.111, 0.100, 0.100, 0.114, 0.111, 0.110, 0.089], "charge": 1, "e_above_lowest_ev": 0.509, "fmax_ev_per_a": 1.21, "e_homo_ev": [-9.93, -9.93], "lumo_ev": [-2.5, -2.5]}

=====

[3]
{"formula": "C6H12O2", "method": "ωB97M-V/def2-TZVPD", "symbols": ["C", "C", "C", "C", "C", "C", "O", "O", "H", "H", "H", "H", "H", "H", "H", "H", "H", "H", "H", "H"], "positions_angstrom": [[2.76, 0.29, -0.26], [1.65, -0.71, 0.26], [0.49, 0.04, 0.92], [-0.43, 0.86, -0.07], [-1.33, -0.06, -0.82], [-2.62, -0.55, -0.10], [-2.94, -1.71, 0.18], [-3.36, 0.57, 0.07], [3.70, 0.05, 0.24], [2.48, 1.36, -0.13], [2.99, 0.13, -1.38], [2.13, -1.31, 1.13], [1.34, -1.45, -0.44], [-0.20, -0.79, 1.34], [0.86, 0.46, 1.82], [-1.04, 1.70, 0.50], [0.41, 1.17, -0.87], [-0.77, -1.00, -1.25], [-1.83, 0.50, -1.65], [-4.30, 0.45, 0.51]], "nbo_charge": [-0.635, -0.403, -0.408, -0.414, -0.516, 0.799, -0.590, -0.713, 0.216, 0.209, 0.208, 0.204, 0.203, 0.197, 0.214, 0.237, 0.214, 0.231, 0.238, 0.508], "e_above_lowest_ev": 1.637, "fmax_ev_per_a": 3.69, "e_homo_ev": -10.16, "lumo_ev": 0.6, "smiles": "CCCCCC(=O)O"}